(1)
This record from OMol25 describes a 3-piece molecular cluster, C27H47N2O10P2Si overall. The level of theory is ωB97M-V/def2-TZVPD.

Element x y z (Å)
C (0.7536, -0.6362, 0.4378)
Si (2.5769, -1.1528, 0.6787)
C (2.7113, -1.6888, 2.4957)
C (2.9954, -2.5749, -0.5058)
C (1.9457, -2.7924, -1.6758)
C (0.9287, -3.9350, -1.4081)
C (-0.5812, -3.5511, -1.3476)
C (-1.0380, -2.4829, -2.3634)
C (-2.5756, -2.4463, -2.5898)
C (-3.3683, -1.3854, -1.7703)
C (-2.6784, -0.8974, -0.4797)
C (-3.6359, -0.1968, 0.5183)
C (-4.1230, 1.1040, -0.0252)
N (-4.3882, 2.1559, -0.4319)
C (-4.7985, -1.1005, 1.0269)
C (-4.4245, -2.5544, 1.0103)
N (-4.2202, -3.6379, 0.6350)
C (-5.1704, -0.7665, 2.5211)
O (-4.5070, -1.3490, 3.4019)
O (-6.0866, 0.0430, 2.7265)
C (3.5695, 0.4351, 0.3127)
C (4.1300, 0.6112, -0.9461)
C (4.8123, 1.8040, -1.1878)
C (4.9123, 2.7646, -0.1957)
C (4.3468, 2.5576, 1.0536)
C (3.6614, 1.3758, 1.3321)
H (0.5454, 0.0663, 1.2610)
H (0.7194, -0.0821, -0.5118)
H (0.0861, -1.5024, 0.4602)
H (3.7400, -1.7228, 2.8771)
H (2.3298, -2.7247, 2.5472)
H (2.0374, -1.0549, 3.0855)
H (3.9996, -2.4845, -0.9539)
H (3.0096, -3.5289, 0.0491)
H (2.5603, -3.1097, -2.5360)
H (1.5082, -1.8260, -1.9495)
H (1.0227, -4.7254, -2.1696)
H (1.1752, -4.4131, -0.4448)
H (-1.1413, -4.4701, -1.6016)
H (-0.8913, -3.3284, -0.3146)
H (-0.6155, -1.5046, -2.0842)
H (-0.5806, -2.7224, -3.3421)
H (-2.9705, -3.4593, -2.4299)
H (-2.7488, -2.2080, -3.6532)
H (-4.3244, -1.8495, -1.4787)
H (-3.5981, -0.5037, -2.3886)
H (-2.1542, -1.6759, 0.0833)
H (-1.9072, -0.1695, -0.7851)
H (-3.0311, 0.0493, 1.4074)
H (-5.6666, -0.9084, 0.3813)
H (4.0634, -0.1176, -1.7525)
H (5.2333, 1.9566, -2.1820)
H (5.4432, 3.6968, -0.3876)
H (4.4013, 3.3149, 1.8354)
H (3.2268, 1.2252, 2.3187)
C (-8.9822, 2.2270, -4.3565)
O (-8.1717, 2.7598, -5.4165)
P (-6.5496, 2.9960, -5.0245)
O (-6.6520, 4.3933, -4.4928)
O (-6.0726, 2.9624, -6.5817)
C (-6.9248, 2.6326, -7.6696)
O (-4.9860, 2.6421, -4.5657)
C (-4.8425, 2.0891, -3.2353)
H (-10.0020, 2.1296, -4.7225)
H (-8.6195, 1.2410, -4.0596)
H (-8.9686, 2.8976, -3.4951)
H (-7.5828, 3.4723, -7.8966)
H (-7.5114, 1.7387, -7.4663)
H (-6.2951, 2.4413, -8.5388)
H (-5.3807, 1.1421, -3.1644)
H (-5.2190, 2.7855, -2.4919)
H (-3.7875, 1.9100, -3.0498)
C (6.9576, 3.2068, 6.4463)
O (6.2925, 1.9551, 6.6752)
P (6.3755, 0.8516, 5.4031)
O (5.1548, 1.2907, 4.6546)
O (6.0873, -0.4088, 6.3858)
C (6.0398, -0.3260, 7.8062)
O (6.9804, -0.2390, 4.2802)
C (7.8343, 0.3215, 3.2712)
H (6.8241, 3.8304, 7.3272)
H (8.0262, 3.0458, 6.2880)
H (6.5290, 3.7108, 5.5774)
H (5.0989, 0.1243, 8.1219)
H (6.8806, 0.2373, 8.2056)
H (6.0870, -1.3412, 8.1989)
H (8.7202, 0.7703, 3.7244)
H (7.2926, 1.0718, 2.6895)
H (8.1473, -0.4818, 2.6082)

Calculated values
F_max   7.94 eV/Å
Frontier orbital gap   0.1745 hartree
Highest occupied orbital energy   -5.021 eV
LUMO energy   -0.0100 Eh
Molar mass   649.7 g mol⁻¹
Total charge   -1

Atomic partial charges in e from the Mulliken method, atoms 1 to 5: C -0.775; Si -0.247; C -1.060; C -0.925; C -0.447

(2)
This record from OMol25 describes C27H48F4Li3N2O35S4 as an isolated structure. The level of theory is ωB97M-V/def2-TZVPD.

Element x y z (Å)
Li (-16.6574, 13.6858, 8.9352)
Li (-17.8273, 12.3966, 6.2796)
Li (-15.8332, 12.6198, 10.9635)
N (-15.6444, 12.0344, 9.1869)
S (-16.1980, 10.5854, 8.3397)
O (-15.3353, 9.3810, 8.2503)
O (-16.9666, 10.8944, 7.1242)
F (-17.3422, 10.1185, 9.3108)
S (-14.1860, 11.9305, 8.5964)
O (-14.0332, 11.9913, 7.1525)
O (-13.0913, 11.3323, 9.3668)
F (-13.9408, 13.4276, 9.1775)
N (-17.4134, 14.0568, 7.1727)
S (-16.2087, 15.2049, 6.4861)
O (-15.4178, 15.8824, 7.5101)
O (-16.4068, 15.8973, 5.2003)
F (-15.3548, 13.9575, 5.9870)
S (-18.5319, 14.9942, 6.9647)
O (-19.0958, 15.0232, 5.6579)
O (-18.6581, 16.1708, 7.7697)
F (-19.4524, 13.9525, 7.8125)
C (-20.0196, 9.0564, 8.9666)
C (-21.4227, 8.4383, 8.5347)
O (-22.2665, 9.4925, 8.6282)
C (-21.5297, 10.6382, 8.7482)
O (-22.0119, 11.7493, 8.5756)
O (-20.2473, 10.4233, 8.9680)
H (-19.2548, 8.9098, 8.2039)
H (-19.7680, 8.5276, 9.8860)
H (-21.6709, 7.5838, 9.1643)
H (-21.4014, 8.1339, 7.4883)
C (-10.6456, 14.5297, 12.5811)
C (-10.9007, 13.5772, 13.7427)
O (-12.0596, 12.9479, 13.3188)
C (-12.6878, 13.5265, 12.3801)
O (-13.7424, 13.0955, 11.9694)
O (-11.8896, 14.4763, 11.8301)
H (-9.7739, 14.2384, 11.9951)
H (-10.3704, 15.5183, 12.9485)
H (-11.1983, 14.1907, 14.5931)
H (-10.0529, 12.9075, 13.8874)
C (-12.6713, 8.4432, 6.0987)
C (-11.6526, 8.9973, 7.0535)
O (-10.4500, 8.8187, 6.3903)
C (-10.5514, 7.9862, 5.3245)
O (-9.5936, 7.4546, 4.7727)
O (-11.8347, 7.7719, 5.0877)
H (-13.3088, 9.2140, 5.6656)
H (-13.2848, 7.7845, 6.7135)
H (-11.8220, 8.5353, 8.0262)
H (-11.7153, 10.0851, 7.0826)
C (-11.2890, 9.6081, 12.0168)
O (-11.8874, 8.5546, 12.7433)
C (-11.0999, 7.5553, 13.1456)
O (-9.9014, 7.5392, 13.0160)
O (-11.9041, 6.5654, 13.6857)
C (-13.0812, 6.7062, 14.4203)
H (-11.0138, 9.3165, 11.0032)
H (-10.5342, 10.0858, 12.6415)
H (-12.0758, 10.3470, 11.8652)
H (-12.8119, 5.9629, 15.1708)
H (-14.0163, 6.4247, 13.9361)
H (-13.3175, 7.6991, 14.8028)
C (-15.4233, 11.0310, 3.7259)
O (-16.2556, 11.4332, 2.6986)
C (-17.3408, 12.2474, 3.0751)
O (-17.3755, 12.8379, 4.1373)
O (-18.0120, 12.5235, 2.0117)
C (-18.9960, 13.4452, 2.0054)
H (-14.4821, 10.7019, 3.2856)
H (-15.8518, 10.1636, 4.2279)
H (-15.1624, 11.8409, 4.4072)
H (-18.6964, 14.4516, 2.2976)
H (-19.8564, 13.3355, 2.6654)
H (-19.3670, 13.5530, 0.9861)
C (-15.4043, 8.9112, 12.0332)
O (-15.4511, 9.5006, 13.3276)
C (-15.7813, 10.7708, 13.4492)
O (-16.3724, 11.4052, 12.6068)
O (-15.6788, 11.2239, 14.7180)
C (-16.1168, 12.5945, 15.0224)
H (-16.4398, 8.6511, 11.8133)
H (-14.7978, 8.0094, 11.9497)
H (-15.1271, 9.5145, 11.1688)
H (-17.0716, 12.5614, 15.5471)
H (-16.1167, 13.2355, 14.1408)
H (-15.3975, 13.0451, 15.7063)
C (-10.5298, 10.6438, 3.2106)
O (-10.5685, 11.4779, 4.3355)
C (-11.5058, 12.4448, 4.4472)
O (-12.3874, 12.7096, 3.6730)
O (-11.4643, 13.0656, 5.5887)
C (-12.3094, 14.2205, 5.9445)
H (-9.7619, 9.8837, 3.3546)
H (-10.3928, 11.2723, 2.3307)
H (-11.5226, 10.1965, 3.1609)
H (-11.6973, 15.1163, 5.8396)
H (-12.5335, 14.0280, 6.9937)
H (-13.2701, 14.3215, 5.4395)
C (-19.0394, 8.9300, 5.1966)
O (-20.3752, 9.4696, 5.1834)
C (-20.4907, 10.7805, 5.5087)
O (-19.5931, 11.5210, 5.9450)
O (-21.7343, 11.1297, 5.2377)
C (-22.1540, 12.4450, 5.4772)
H (-18.8148, 8.4387, 6.1433)
H (-18.1683, 9.4909, 4.8580)
H (-19.0738, 8.0902, 4.5026)
H (-23.2378, 12.4794, 5.3659)
H (-21.8583, 13.2628, 4.8200)
H (-22.0378, 12.6312, 6.5448)
C (-10.0394, 12.1967, 9.5527)
O (-8.6522, 11.9311, 9.6167)
C (-7.8256, 12.0513, 10.7135)
O (-8.2516, 12.2338, 11.8513)
O (-6.5329, 11.7816, 10.2590)
C (-5.4979, 11.5667, 11.1938)
H (-10.1615, 13.2511, 9.8007)
H (-10.5988, 11.6183, 10.2879)
H (-10.5209, 12.0410, 8.5874)
H (-5.4388, 12.2119, 12.0703)
H (-4.5838, 11.5407, 10.6007)
H (-5.7048, 10.6037, 11.6608)

Calculated values
F_max   11.07 eV/Å
Frontier orbital gap   0.2863 hartree
Highest occupied orbital energy   -12.314 eV
LUMO energy   -0.1662 Eh
Molar mass   1185.7 g mol⁻¹
Total charge   +1

Atomic partial charges in e from the Mulliken method, atoms 1 to 5: Li 1.061; Li 0.997; Li 0.888; N 0.238; S -0.005

> The highest highest occupied orbital energy belongs to which entry?

C27H47N2O10P2Si